Record 1
Below is 3 unconnected molecules or ions with the total composition C4H13NO3, with properties calculated with ωB97M-V with the def2-TZVPD basis set.

The HOMO energy (spin up / spin down) comes out at -15.55 / -15.21 eV. As for the relative energy (zero: lowest compared OMol25 entry of this formula, charge and spin): 48.78 kcal/mol. As for the HOMO-LUMO gap (spin up / spin down): 11.4 / 5.9 eV. The expectation value of S² is 0.76. The value obtained for the maximum force is 5.6 eV/Å.

Structure (ORCA input):
```
! wB97M-V def2-TZVPD RIJCOSX def2/J DEFGRID3
* xyz 1 2
N 0.094 -0.926 -1.835
C -0.631 -0.451 -0.767
C -0.239 0.664 0.132
C 0.076 0.043 1.484
C 0.916 1.540 -0.310
O -1.795 -0.791 -0.789
H 1.165 -0.821 -1.937
H -0.455 -1.490 -2.473
H -1.065 1.365 0.166
H -0.755 -0.562 1.946
H 0.948 -0.601 1.253
H 0.210 0.644 2.374
H 0.823 2.442 0.361
H 0.778 1.984 -1.442
H 1.767 0.932 -0.211
H 2.741 -2.171 0.158
H 2.892 -0.666 0.120
O 2.885 -1.433 -0.444
H -4.233 0.209 0.694
H -2.794 -0.232 0.493
O -3.329 0.319 1.027
*
```

Record 2
Below is a molecular structure, C23H26IrN6O4PS, with properties calculated with ωB97M-V with the def2-TZVPD basis set.

The HOMO energy (spin up / spin down) comes out at -6.69 / -8.52 eV. As for the relative energy (zero: lowest compared OMol25 entry of this formula, charge and spin): 0.00 kcal/mol. As for the HOMO-LUMO gap (spin up / spin down): 5.8 / 7.2 eV. The expectation value of S² is 6.03. The value obtained for the maximum force is 0.4 eV/Å.

Structure (ORCA input):
```
! wB97M-V def2-TZVPD RIJCOSX def2/J DEFGRID3
* xyz 0 5
Ir 0.722 -0.246 -0.202
O 1.861 -1.186 -2.655
S 0.919 -2.225 -3.043
O 1.357 -3.150 -4.035
O 0.814 -3.154 -1.675
O -0.440 -1.701 -3.191
N 0.210 0.842 -2.080
C -0.384 2.109 -1.793
C -0.400 3.148 -2.679
C -0.960 4.391 -2.323
C -1.513 4.582 -1.092
C -1.499 3.536 -0.141
C -2.001 3.674 1.170
C -1.881 2.642 2.050
C -1.244 1.461 1.638
N -0.777 1.283 0.422
C -0.911 2.298 -0.490
H -0.414 0.162 -2.530
H 1.034 0.898 -2.671
H 0.027 3.018 -3.665
H -0.935 5.199 -3.042
H -1.942 5.537 -0.820
H -2.463 4.609 1.464
H -2.249 2.719 3.064
H -1.100 0.643 2.332
C 2.563 0.122 0.824
C 2.594 1.511 0.383
C 3.099 1.849 -0.895
C 2.992 3.131 -1.384
C 2.385 4.132 -0.615
C 1.933 3.831 0.674
C 2.047 2.549 1.165
C 2.192 5.445 -1.153
N 2.006 6.490 -1.599
H 2.388 -0.022 1.891
H 3.354 -0.516 0.439
H 3.537 1.068 -1.507
H 3.367 3.369 -2.372
H 1.488 4.610 1.280
H 1.688 2.326 2.164
C -2.681 -3.863 1.512
N -2.057 -4.228 0.257
C -0.972 -5.174 0.508
N 0.015 -4.669 1.457
C -0.643 -4.287 2.691
N -1.735 -3.339 2.491
C -1.414 -2.001 2.407
P 0.100 -2.469 -0.344
C -1.642 -3.095 -0.564
C 0.869 -3.636 0.885
H -3.138 -4.760 1.936
H -3.460 -3.122 1.336
H -0.478 -5.418 -0.433
H -1.405 -6.087 0.923
H 0.083 -3.856 3.380
H -1.064 -5.189 3.142
H -0.620 -1.647 3.053
H -2.210 -1.333 2.110
H -1.676 -3.374 -1.620
H -2.342 -2.271 -0.430
H 1.335 -3.060 1.684
H 1.672 -4.105 0.310
*
```

Record 3
Below is C14H12N2O in the gas phase, with properties calculated with ωB97M-V with the def2-TZVPD basis set.

The HOMO energy comes out at -8.26 eV. Its SMILES is Cc1oc(/N=C/c2ccccc2)c(C#N)c1C. As for the relative energy (zero: lowest compared OMol25 entry of this formula, charge and spin): 30.50 kcal/mol. As for the HOMO-LUMO gap: 7.6 eV. The value obtained for the maximum force is 4.4 eV/Å.

Structure (ORCA input):
```
! wB97M-V def2-TZVPD RIJCOSX def2/J DEFGRID3
* xyz 0 1
C 1.405 -0.513 4.208
C 0.862 0.176 2.929
O 0.668 -0.404 1.669
C -0.081 0.509 0.879
N -0.303 0.367 -0.478
C 0.181 -0.762 -0.968
C -0.050 -1.187 -2.393
C -1.125 -0.433 -3.066
C -1.601 -0.761 -4.332
C -1.061 -1.786 -5.067
C 0.107 -2.429 -4.578
C 0.674 -2.141 -3.303
C -0.345 1.565 1.592
C -1.017 2.775 1.131
N -1.498 3.794 0.833
C 0.242 1.413 2.951
C 0.245 2.573 3.917
H 2.489 -0.365 4.320
H 1.187 -1.566 4.114
H 0.917 -0.141 5.078
H 0.773 -1.396 -0.338
H -1.560 0.354 -2.539
H -2.387 -0.128 -4.694
H -1.508 -2.163 -5.979
H 0.456 -3.219 -5.197
H 1.489 -2.693 -2.938
H 1.034 2.415 4.670
H -0.717 2.654 4.301
H 0.523 3.492 3.277
*
```

Record 4
Below is C5H8O in the gas phase, with properties calculated with ωB97M-V with the def2-TZVPD basis set.

The HOMO energy comes out at -9.60 eV. Its SMILES is CC#CCCO. As for the relative energy (zero: lowest compared OMol25 entry of this formula, charge and spin): 47.60 kcal/mol. As for the HOMO-LUMO gap: 10.5 eV. The value obtained for the maximum force is 0.6 eV/Å.

Structure (ORCA input):
```
! wB97M-V def2-TZVPD RIJCOSX def2/J DEFGRID3
* xyz 0 1
C 0.074 -2.288 -1.429
C -0.416 -1.065 -0.791
C -0.720 -0.042 -0.225
C -0.886 1.230 0.486
C 0.433 1.626 1.224
O 1.579 0.955 0.775
H 0.682 -2.858 -0.718
H -0.737 -2.938 -1.769
H 0.698 -2.045 -2.297
H -1.172 2.016 -0.222
H -1.702 1.163 1.216
H 0.609 2.693 1.060
H 0.300 1.479 2.306
H 1.291 0.107 0.401
*
```

Record 5
Below is a molecular structure, C25H21BrHfIN5S, with properties calculated with ωB97M-V with the def2-TZVPD basis set.

The HOMO energy comes out at -13.81 eV. As for the relative energy (zero: lowest compared OMol25 entry of this formula, charge and spin): 19.91 kcal/mol. As for the HOMO-LUMO gap: 6.6 eV. The value obtained for the maximum force is 0.7 eV/Å.

Structure (ORCA input):
```
! wB97M-V def2-TZVPD RIJCOSX def2/J DEFGRID3
* xyz 2 1
Hf 1.233 0.860 0.361
N 4.593 -0.583 2.637
C 3.711 0.247 2.091
S 3.765 0.412 0.308
N 2.916 0.896 2.921
N 1.988 1.659 2.250
C 1.567 2.764 2.726
C 0.631 3.517 1.872
C 0.033 4.683 2.287
C -0.814 5.349 1.401
C -1.031 4.820 0.144
C -0.402 3.634 -0.202
N 0.423 2.997 0.633
H 5.297 -1.033 2.079
H 4.627 -0.668 3.642
H 1.943 3.158 3.665
H 0.223 5.068 3.279
H -1.296 6.271 1.701
H -1.681 5.307 -0.569
H -0.567 3.175 -1.170
N 1.268 0.801 -1.894
C 0.060 0.650 -2.761
C 0.353 0.711 -4.117
C -0.627 0.498 -5.066
C -1.907 0.189 -4.635
C -2.188 0.141 -3.283
C -1.234 0.397 -2.286
C -1.690 0.389 -0.852
C -3.046 0.553 -0.560
C -3.511 0.518 0.749
C -2.636 0.360 1.811
C -1.276 0.283 1.546
C -0.802 0.269 0.225
H 1.831 -0.040 -2.056
H 1.834 1.548 -2.300
H 1.372 0.912 -4.432
H -0.386 0.548 -6.119
H -2.690 -0.022 -5.350
H -3.188 -0.136 -2.991
H -3.770 0.728 -1.342
H -4.572 0.617 0.935
H -3.007 0.306 2.827
H -0.593 0.168 2.393
Br -1.181 -2.987 2.334
C -0.345 -4.322 1.327
C -0.867 -5.608 1.381
C -0.278 -6.631 0.655
C 0.838 -6.384 -0.127
C 1.371 -5.105 -0.187
C 0.770 -4.087 0.542
I 1.824 -2.283 0.362
H -1.735 -5.801 1.997
H -0.697 -7.627 0.706
H 1.300 -7.181 -0.693
H 2.245 -4.911 -0.794
*
```

Record 6
Below is 2 unconnected molecules or ions with the total composition H2N2O4S, with properties calculated with ωB97M-V with the def2-TZVPD basis set.

The HOMO energy comes out at -11.01 eV. As for the relative energy (zero: lowest compared OMol25 entry of this formula, charge and spin): 10.66 kcal/mol. As for the HOMO-LUMO gap: 11.5 eV. The value obtained for the maximum force is 7.5 eV/Å.

Structure (ORCA input):
```
! wB97M-V def2-TZVPD RIJCOSX def2/J DEFGRID3
* xyz 0 1
N 1.610 1.044 1.206
N 1.886 0.454 0.323
O -0.540 0.476 -1.063
O 2.093 -0.113 -0.608
O 0.079 -1.341 0.465
O -2.063 -0.376 0.720
S -1.019 -1.026 -0.398
H -0.522 0.684 -1.962
H -1.523 0.198 1.318
*
```